one | {"formula": "CH2N4", "method": "wB97M-V/def2-TZVPD", "orbital_gap_ha": 0.45098, "smiles": "c1nn[nH]n1", "species": ["C", "H", "H", "N", "N", "N", "N"], "xyz": [[1.08, -0.03, -0.05], [2.16, -0.24, -0.06], [-1.56, 1.10, 0.68], [0.32, -0.98, -0.59], [-0.95, -0.62, -0.32], [-0.82, 0.56, 0.30], [0.43, 0.93, 0.56]]}



two | {"formula": "CH2N4", "method": "wB97M-V/def2-TZVPD", "orbital_gap_ha": 0.36733, "smiles": "N=C=N.N#N", "species": ["C", "N", "N", "N", "N", "H", "H"], "xyz": [[-0.57, 0.24, -0.02], [-0.68, -0.82, 0.65], [1.55, -1.42, 0.24], [1.62, -0.32, 0.16], [0.01, 0.95, -0.83], [-1.53, -0.51, 0.88], [-0.41, 1.88, -1.08]]}



three | {"formula": "CH2N4", "method": "wB97M-V/def2-TZVPD", "orbital_gap_ha": 0.41534, "smiles": "c1nnn[nH]1", "species": ["C", "H", "H", "N", "N", "N", "N"], "xyz": [[0.03, 0.78, -0.14], [0.74, 1.46, 0.22], [1.56, -0.57, 0.00], [-1.24, 0.65, -0.04], [-1.41, -0.64, 0.04], [-0.34, -1.31, -0.11], [0.65, -0.38, 0.03]]}



four | {"formula": "CH2N4", "method": "wB97M-V/def2-TZVPD", "orbital_gap_ha": 0.44980, "smiles": "c1nn[nH]n1", "species": ["C", "H", "H", "N", "N", "N", "N"], "xyz": [[1.03, 0.00, -0.02], [2.08, -0.17, 0.05], [-1.84, -0.79, 0.00], [0.41, 1.22, -0.01], [-0.86, 1.01, -0.02], [-0.97, -0.30, 0.01], [0.14, -0.98, -0.02]]}



Least stable of them? three.



one | {"formula": "C4H12N2O2", "method": "wB97M-V/def2-TZVPD", "orbital_gap_ha": 0.35132, "smiles": "CN(C)C(=O)CN.O", "species": ["N", "C", "C", "N", "C", "C", "O", "H", "H", "H", "H", "H", "H", "H", "H", "H", "H", "H", "H", "O"], "xyz": [[1.59, 0.06, -1.73], [0.17, -0.14, -2.00], [-0.41, -0.85, -0.70], [-0.55, -0.10, 0.51], [-1.57, -0.52, 1.48], [-0.54, 1.41, 0.32], [-0.45, -2.05, -0.72], [2.04, -0.85, -1.74], [1.85, 0.45, -0.82], [-0.42, 0.73, -2.29], [0.11, -0.81, -2.86], [-2.12, -1.45, 1.24], [-2.38, 0.23, 1.37], [-1.24, -0.61, 2.51], [0.39, 1.74, 0.76], [-0.69, 1.54, -0.74], [-1.28, 1.96, 0.93], [1.71, -0.98, 1.09], [1.64, 0.44, 1.93], [2.16, -0.21, 1.45]]}



two | {"formula": "C4H12N2O2", "method": "wB97M-V/def2-TZVPD", "orbital_gap_ha": 0.36753, "smiles": "CC(=O)O.NCCN", "species": ["C", "N", "C", "N", "H", "H", "H", "H", "H", "H", "H", "H", "H", "O", "C", "O", "C", "H", "H", "H"], "xyz": [[-1.05, -1.65, 1.36], [-1.03, -2.75, 0.38], [0.26, -0.85, 1.32], [0.19, 0.58, 1.75], [-1.25, -2.09, 2.36], [-1.87, -0.95, 1.15], [-1.94, -3.27, 0.37], [-0.75, -2.48, -0.58], [0.55, -0.83, 0.23], [1.05, -1.30, 1.89], [0.66, 1.27, 0.60], [-0.72, 0.95, 1.67], [0.48, 0.69, 2.72], [1.08, 1.79, -0.35], [0.54, 1.42, -1.47], [-0.24, 0.47, -1.53], [0.95, 2.15, -2.72], [0.05, 2.35, -3.31], [1.49, 3.08, -2.53], [1.56, 1.44, -3.32]]}



three | {"formula": "C4H12N2O2", "method": "wB97M-V/def2-TZVPD", "orbital_gap_ha": 0.28682, "species": ["C", "C", "N", "O", "H", "H", "H", "H", "H", "H", "H", "C", "C", "N", "O", "H", "H", "H", "H", "H"], "xyz": [[1.86, 0.63, 0.64], [0.84, -1.06, 0.50], [1.09, -1.67, -0.77], [1.65, 1.50, -0.31], [0.66, 1.19, -1.08], [0.52, -1.26, -1.50], [2.06, -1.53, -1.06], [2.85, 0.14, 0.60], [1.53, 0.95, 1.64], [1.51, -1.48, 1.25], [-0.13, -1.33, 0.90], [-2.22, -0.43, -0.40], [-1.10, 0.56, -0.36], [-1.17, 1.54, 0.59], [-0.43, 0.79, -1.43], [-1.61, 1.33, 1.47], [-0.38, 2.17, 0.63], [-1.85, -1.40, -0.75], [-2.71, -0.55, 0.56], [-2.96, -0.08, -1.12]]}



four | {"formula": "C4H12N2O2", "method": "wB97M-V/def2-TZVPD", "orbital_gap_ha": 0.33764, "smiles": "C[C@@H](N)NCC(O)O", "species": ["C", "C", "C", "C", "N", "N", "O", "O", "H", "H", "H", "H", "H", "H", "H", "H", "H", "H", "H", "H"], "xyz": [[-1.87, -0.30, -0.41], [0.94, 0.25, 0.26], [-0.53, -0.94, -1.27], [1.93, -0.06, 1.38], [0.69, -0.94, -0.53], [1.43, 1.31, -0.60], [-2.24, 1.04, -0.65], [-1.82, -0.62, 0.95], [-1.56, 1.61, -0.27], [-2.66, -0.38, 1.36], [0.75, -1.76, 0.06], [-2.72, -0.84, -0.87], [-0.08, 0.53, 0.68], [1.74, 2.12, -0.09], [0.73, 1.60, -1.27], [-0.78, -1.96, -1.56], [-0.46, -0.27, -2.13], [2.03, 0.81, 2.02], [2.90, -0.29, 0.96], [1.59, -0.90, 1.98]]}



Least stable of them? three.



one | {"formula": "C4H12N2O2", "method": "wB97M-V/def2-TZVPD", "orbital_gap_ha": 0.36281, "smiles": "CNC(=O)[C@@H](C)N.O", "species": ["N", "C", "C", "C", "N", "C", "O", "H", "H", "H", "H", "H", "H", "H", "H", "H", "H", "H", "H", "O"], "xyz": [[0.15, 0.47, -1.54], [-0.49, 0.81, -0.30], [0.08, 2.08, 0.43], [-0.33, -0.53, 0.45], [-1.13, -1.64, 0.17], [-2.29, -1.60, -0.71], [0.64, -0.55, 1.22], [-0.19, 0.99, -2.38], [1.15, 0.35, -1.28], [-1.49, 1.22, -0.60], [0.36, 1.79, 1.56], [-0.71, 2.79, 0.33], [1.04, 2.48, -0.01], [-0.88, -2.46, 0.69], [-2.14, -0.98, -1.51], [-2.45, -2.69, -1.16], [-3.14, -1.05, -0.15], [3.46, -0.12, 0.60], [2.00, 0.25, 0.82], [2.87, 0.68, 0.46]]}



two | {"formula": "C4H12N2O2", "method": "wB97M-V/def2-TZVPD", "orbital_gap_ha": 0.17150, "species": ["O", "C", "N", "C", "C", "C", "N", "H", "H", "H", "H", "H", "H", "H", "H", "H", "H", "H", "H", "O"], "xyz": [[-2.49, -0.03, -1.03], [-2.77, 0.19, 0.19], [-1.36, 0.54, 0.84], [-0.33, -0.37, 0.72], [0.18, -0.59, -0.71], [1.54, -1.19, -0.68], [2.35, -0.32, 0.15], [-3.36, 1.07, 0.40], [-1.00, 1.41, 0.40], [0.53, 0.10, 1.25], [-0.62, -1.31, 1.20], [0.25, 0.38, -1.17], [-0.58, -1.17, -1.25], [1.92, -1.25, -1.70], [1.53, -2.20, -0.26], [1.97, 0.68, 0.23], [3.31, -0.28, -0.14], [1.24, 2.92, 0.43], [-3.16, -0.64, 0.77], [0.86, 2.06, 0.34]]}



three | {"formula": "C4H12N2O2", "method": "wB97M-V/def2-TZVPD", "orbital_gap_ha": 0.35696, "smiles": "NCCNCC=O.O", "species": ["N", "C", "C", "N", "C", "C", "O", "H", "H", "H", "H", "H", "H", "H", "H", "H", "H", "H", "H", "O"], "xyz": [[0.25, -0.50, -2.16], [0.98, 0.33, -1.17], [0.02, 1.27, -0.51], [-0.91, 0.60, 0.43], [-0.29, -0.05, 1.59], [0.06, 0.95, 2.67], [0.57, 2.03, 2.47], [0.89, -1.03, -2.74], [-0.43, 0.08, -2.62], [1.95, 0.70, -1.51], [1.33, -0.42, -0.43], [-0.61, 1.66, -1.33], [0.37, 2.20, -0.05], [-1.51, 1.33, 0.78], [-1.06, -0.68, 2.02], [0.57, -0.63, 1.28], [-0.20, 0.76, 3.73], [-1.18, -3.30, -1.25], [-0.15, -2.26, -0.73], [-0.65, -3.05, -0.49]]}



Least stable of them? two.



one | {"formula": "C4H12N2O2", "method": "wB97M-V/def2-TZVPD", "orbital_gap_ha": 0.36321, "smiles": "CN(C)CC(N)=O.O", "species": ["C", "N", "C", "C", "C", "N", "O", "H", "H", "H", "H", "H", "H", "H", "H", "H", "H", "H", "H", "O"], "xyz": [[-1.81, -0.34, -0.05], [-0.61, 0.49, -0.24], [-1.04, 1.90, -0.35], [0.38, 0.34, 0.84], [1.74, 0.07, 0.23], [1.92, 0.09, -1.16], [2.78, 0.08, 0.86], [-1.47, -1.34, 0.17], [-2.58, 0.12, 0.61], [-2.32, -0.43, -1.01], [-1.54, 2.02, -1.32], [-0.23, 2.61, -0.28], [-1.88, 2.06, 0.35], [0.03, -0.30, 1.63], [0.53, 1.32, 1.33], [2.87, 0.29, -1.41], [1.17, 0.11, -1.82], [1.21, -3.32, 1.05], [0.49, -2.53, -0.02], [0.34, -3.22, 0.62]]}



two | {"formula": "C4H12N2O2", "method": "wB97M-V/def2-TZVPD", "orbital_gap_ha": 0.18624, "species": ["C", "C", "C", "O", "N", "C", "N", "H", "H", "H", "H", "H", "H", "H", "H", "H", "H", "H", "H", "O"], "xyz": [[1.17, 1.35, 0.59], [2.40, 1.15, -0.04], [3.14, 0.10, -0.46], [-2.02, -0.21, -1.44], [0.06, 0.55, 0.60], [0.31, -0.89, 0.73], [-0.88, -1.60, 0.36], [-2.08, -0.44, -2.37], [1.01, 2.35, 0.99], [2.91, 2.13, -0.19], [2.95, -0.91, -0.07], [4.16, 0.18, -0.82], [-0.55, 0.65, -0.27], [1.10, -1.16, 0.01], [0.64, -1.16, 1.75], [-1.69, -1.41, 0.95], [-1.25, -1.20, -0.54], [-4.60, 0.36, 0.15], [-3.06, 0.10, -0.34], [-3.73, 0.07, 0.42]]}



Least stable of them? two.



one | {"formula": "C4H12N2O2", "method": "wB97M-V/def2-TZVPD", "orbital_gap_ha": 0.35584, "smiles": "NCC[C@@H](N)C=O.O", "species": ["O", "C", "C", "C", "C", "N", "N", "H", "H", "H", "H", "H", "H", "H", "H", "H", "H", "H", "H", "O"], "xyz": [[-3.11, -0.42, 1.43], [-2.23, -1.19, 1.12], [-1.00, -0.74, 0.33], [-0.81, 0.73, 0.39], [0.32, 1.38, -0.40], [0.57, 0.93, -1.78], [0.14, -1.62, 0.75], [-2.08, -2.18, 1.60], [-1.30, -1.08, -0.70], [-1.76, 1.22, 0.14], [-0.77, 1.07, 1.44], [-0.04, 2.41, -0.50], [1.36, 1.46, -0.02], [1.01, 0.03, -1.73], [-0.21, 1.10, -2.38], [0.97, -1.06, 0.55], [0.12, -2.34, 0.03], [3.29, -0.64, -0.38], [2.81, 0.93, 0.14], [2.70, 0.01, -0.02]]}



two | {"formula": "C4H12N2O2", "method": "wB97M-V/def2-TZVPD", "orbital_gap_ha": 0.34935, "smiles": "NCCNCC=O.O", "species": ["N", "C", "C", "N", "C", "C", "O", "H", "H", "H", "H", "H", "H", "H", "H", "H", "H", "H", "H", "O"], "xyz": [[1.97, -0.88, -0.83], [0.79, -0.21, -1.71], [-0.66, -0.36, -1.23], [-0.80, 0.70, -0.18], [-2.12, 0.76, 0.46], [-2.14, -0.19, 1.62], [-1.70, 0.19, 2.68], [1.59, -1.38, -0.07], [2.30, 0.05, -0.45], [0.98, -0.73, -2.65], [1.09, 0.88, -1.98], [-0.93, -1.28, -0.73], [-1.34, -0.10, -2.08], [-0.02, 0.82, 0.39], [-2.19, 1.83, 0.82], [-2.88, 0.78, -0.27], [-2.49, -1.25, 1.43], [3.41, 0.48, 1.24], [2.54, -0.49, 1.83], [2.60, 0.39, 1.71]]}



Least stable of them? two.



one | {"formula": "CH5O3Si", "method": "wB97M-V/def2-TZVPD", "orbital_gap_ha": 0.36052, "charge": 1, "species": ["C", "O", "O", "O", "Si", "H", "H", "H", "H", "H"], "xyz": [[1.22, 0.30, -0.18], [-1.53, -0.48, -0.38], [-2.92, -0.51, 0.09], [-3.55, 0.64, -0.22], [-0.17, -0.81, 0.37], [1.04, 1.27, -0.51], [1.84, 0.40, 0.65], [1.85, -0.25, -0.93], [-3.94, 0.51, -1.03], [-0.14, -1.60, 1.47]]}



two | {"formula": "CH5O3Si", "method": "wB97M-V/def2-TZVPD", "orbital_gap_ha": 0.28901, "charge": 1, "species": ["C", "O", "O", "O", "Si", "H", "H", "H", "H", "H"], "xyz": [[-1.61, -1.02, 0.28], [1.00, -0.50, -0.36], [2.18, 1.35, -0.14], [2.22, 0.00, -0.18], [-0.36, 0.29, -0.03], [-1.66, -2.07, -0.03], [-1.97, -1.02, 1.30], [-2.53, -0.65, -0.26], [-0.67, 1.55, -0.76], [3.40, 2.07, 0.16]]}



Least stable of them? two.



one | {"formula": "C7H11N2O3", "method": "wB97M-V/def2-TZVPD", "orbital_gap_ha": 0.27291, "charge": -1, "smiles": "CC(C)(C)N1C(=O)NC(=O)[C@@H]1[O-]", "species": ["C", "C", "C", "C", "C", "C", "C", "N", "N", "O", "O", "O", "H", "H", "H", "H", "H", "H", "H", "H", "H", "H", "H"], "xyz": [[3.57, 0.16, -0.21], [1.83, -1.37, 0.11], [2.23, 0.98, -0.23], [-0.51, -0.31, 1.45], [-0.63, 1.42, -0.32], [-0.92, -1.03, -0.87], [-0.20, -0.03, -0.03], [3.25, -1.17, -0.08], [1.25, -0.24, -0.21], [2.02, 1.87, 0.65], [4.71, 0.60, -0.27], [1.34, -2.40, 0.61], [2.19, 1.44, -1.31], [-0.27, -1.26, 1.76], [-0.08, 0.48, 2.20], [-1.56, -0.07, 1.59], [-0.34, 1.75, -1.43], [0.00, 2.00, 0.38], [-1.75, 1.41, -0.03], [-0.89, -0.91, -1.95], [-0.53, -1.90, -0.38], [-1.98, -1.05, -0.63], [3.85, -1.87, 0.22]]}



two | {"formula": "C7H11N2O3", "method": "wB97M-V/def2-TZVPD", "orbital_gap_ha": 0.29849, "charge": -1, "smiles": "NCC[C@@H]1C[C@@H](C(=O)[O-])C(=O)N1", "species": ["N", "C", "C", "C", "C", "C", "C", "O", "O", "C", "O", "N", "H", "H", "H", "H", "H", "H", "H", "H", "H", "H", "H"], "xyz": [[-1.81, -2.07, -1.53], [-2.13, -0.65, -1.31], [-1.67, -0.19, 0.08], [-0.19, 0.15, 0.12], [0.42, 0.11, 1.51], [1.77, 0.81, 1.25], [2.69, -0.21, 0.51], [2.88, 0.00, -0.70], [3.07, -1.16, 1.24], [1.30, 1.93, 0.36], [1.76, 3.03, 0.25], [0.13, 1.52, -0.33], [-1.47, -2.21, -2.47], [-1.05, -2.35, -0.92], [-3.21, -0.51, -1.39], [-1.63, -0.03, -2.06], [-1.82, -1.04, 0.75], [-2.28, 0.66, 0.39], [0.32, -0.54, -0.57], [-0.17, 0.78, 2.14], [0.52, -0.90, 1.89], [2.25, 1.25, 2.11], [0.33, 1.60, -1.32]]}



Least stable of them? one.



one | {"formula": "C2H2N4O2", "method": "wB97M-V/def2-TZVPD", "orbital_gap_ha": 0.36536, "smiles": "[H]/N=c1/nn[nH]oc1=O", "species": ["C", "C", "H", "H", "N", "N", "N", "N", "O", "O"], "xyz": [[-0.63, -0.45, 0.42], [0.80, -0.63, 0.14], [-0.38, -1.73, 1.59], [0.70, 2.11, -1.46], [-1.11, -1.16, 1.28], [-1.55, 0.31, -0.35], [-0.92, 1.27, -0.89], [0.39, 1.50, -0.78], [1.34, 0.47, -0.44], [1.37, -1.68, 0.49]]}



two | {"formula": "C2H2N4O2", "method": "wB97M-V/def2-TZVPD", "orbital_gap_ha": 0.33372, "smiles": "O=c1ncn(O)nn1", "species": ["C", "C", "H", "H", "N", "N", "N", "N", "O", "O"], "xyz": [[0.75, -0.85, 0.00], [0.05, 0.59, 1.72], [-1.22, -0.57, -2.48], [1.49, -1.38, -0.62], [-0.42, -0.42, -0.60], [1.05, -0.32, 1.21], [-0.40, 1.59, 0.59], [-0.44, 1.10, -0.52], [-0.33, -0.61, -2.03], [-0.52, 0.87, 2.74]]}



three | {"formula": "C2H2N4O2", "method": "wB97M-V/def2-TZVPD", "orbital_gap_ha": 0.32114, "smiles": "O/N=c1/cnonn1", "species": ["C", "C", "H", "H", "N", "N", "N", "N", "O", "O"], "xyz": [[0.24, 0.20, 0.26], [-0.83, 1.02, 0.19], [3.11, -0.18, -0.47], [-0.61, 2.09, 0.78], [1.43, 0.44, -0.29], [-2.11, 0.64, -0.21], [-1.15, -1.67, -0.01], [-0.07, -1.24, 0.61], [2.33, -0.62, -0.35], [-2.34, -0.67, -0.53]]}



four | {"formula": "C2H2N4O2", "method": "wB97M-V/def2-TZVPD", "orbital_gap_ha": 0.35250, "smiles": "[H]/N=[N+](\\[O-])c1cnon1", "species": ["C", "C", "N", "N", "N", "N", "O", "O", "H", "H"], "xyz": [[0.04, 0.44, -1.91], [-0.14, -0.60, -0.90], [0.03, -0.16, -3.09], [-0.12, -1.74, -1.51], [-0.99, -1.05, 1.32], [-0.23, -0.45, 0.56], [0.70, 0.55, 1.02], [-0.04, -1.45, -2.82], [0.24, 1.51, -1.91], [-0.84, -0.75, 2.30]]}



Least stable of them? three.